# C18H26Cl8FN2PS

A cluster of 5 separate species, C18H26Cl8FN2PS in total at a distorted geometry (ωB97M-V/def2-TZVPD, the Open Molecules 2025 dataset).

Element x y z (Å)
1 C 4.814 -0.420 -0.697
2 P 4.100 1.024 0.259
3 C 5.259 2.408 -0.222
4 C 2.527 1.448 -0.640
5 C 2.315 2.744 -0.987
6 C 1.119 3.086 -1.697
7 S 0.899 4.802 -2.172
8 C 0.204 2.149 -2.008
9 C 0.395 0.787 -1.662
10 N -0.583 -0.106 -2.021
11 C -0.256 -1.297 -1.673
12 F -1.121 -2.277 -1.992
13 C 0.910 -1.701 -0.975
14 N 1.817 -0.843 -0.601
15 C 1.564 0.449 -0.974
16 H 4.747 -0.149 -1.763
17 H 5.880 -0.461 -0.448
18 H 4.287 -1.348 -0.486
19 H 4.999 2.691 -1.255
20 H 5.189 3.262 0.454
21 H 6.269 1.984 -0.274
22 H 3.001 3.551 -0.750
23 H 0.330 5.371 -1.087
24 H -0.693 2.418 -2.563
25 H 1.055 -2.754 -0.738
26 Cl 4.087 -4.325 1.480
27 C 2.901 -3.496 2.522
28 C 3.030 -1.996 2.444
29 Cl 4.540 -1.406 3.181
30 H 3.036 -3.857 3.540
31 H 1.912 -3.798 2.179
32 H 2.210 -1.527 2.989
33 H 2.998 -1.645 1.416
34 Cl -3.288 -2.757 1.559
35 C -3.639 -3.221 -0.127
36 C -4.530 -4.436 -0.212
37 Cl -3.707 -5.917 0.344
38 H -2.692 -3.384 -0.633
39 H -4.133 -2.370 -0.593
40 H -4.820 -4.605 -1.249
41 H -5.434 -4.313 0.380
42 Cl 1.103 8.064 -2.391
43 C 1.526 9.169 -1.059
44 C 2.904 8.896 -0.511
45 Cl 2.988 7.335 0.345
46 H 0.764 9.074 -0.288
47 H 1.482 10.181 -1.460
48 H 3.173 9.667 0.209
49 H 3.652 8.888 -1.301
50 Cl -7.652 -3.839 2.286
51 C -8.468 -5.410 2.489
52 C -8.764 -6.074 1.167
53 Cl -10.011 -5.202 0.240
54 H -9.375 -5.245 3.066
55 H -7.800 -6.040 3.074
56 H -9.143 -7.081 1.339
57 H -7.872 -6.145 0.548

Calculated values
- Electronic energy: -145089.8340 eV
- Lowest unoccupied orbital energy: -0.63 eV
- Net charge: 0
- Structure (SMILES): CP(C)c1cc(S)cc2nc(F)cnc12.ClCCCl.ClCCCl.ClCCCl.ClCCCl